Entry from the Open Molecules 2025 dataset: a 2-piece molecular cluster, C18H16F10N2O3 overall (ωB97M-V with the def2-TZVPD basis set).

## Properties
* E: -55224.1256 eV
* LUMO level: -0.009 Eh
* structure (SMILES): C[C@H](O)Cc1nc2cccc(CC(=O)F)c2nc1F.FC(F)C(F)(F)COC(F)(F)C(F)F
* net charge: 0
* maximum force: 1.49 eV Å⁻¹
* HOMO-LUMO gap: 8.96 eV
* multiplicity: 1

Element x y z (Å)
C (5.365, 1.554, 1.356)
C (3.893, 1.724, 1.019)
O (3.304, 2.768, 1.778)
C (3.138, 0.405, 1.272)
C (1.668, 0.594, 1.485)
N (1.129, 0.130, 2.572)
C (-0.220, 0.344, 2.745)
C (-0.853, -0.142, 3.899)
C (-2.195, 0.059, 4.105)
C (-2.941, 0.766, 3.148)
C (-2.345, 1.254, 2.012)
C (-3.148, 2.033, 0.994)
C (-3.069, 3.514, 1.198)
O (-3.297, 4.342, 0.405)
F (-2.724, 3.863, 2.434)
C (-0.966, 1.041, 1.789)
N (-0.396, 1.523, 0.631)
C (0.856, 1.273, 0.536)
F (1.468, 1.661, -0.594)
H (5.746, 0.676, 0.844)
H (5.921, 2.438, 1.072)
H (5.451, 1.368, 2.424)
H (3.786, 1.998, -0.022)
H (3.700, 2.756, 2.655)
H (3.337, -0.323, 0.489)
H (3.519, -0.003, 2.204)
H (-0.257, -0.685, 4.615)
H (-2.659, -0.332, 4.993)
H (-3.997, 0.927, 3.306)
H (-2.808, 1.840, -0.014)
H (-4.189, 1.746, 1.087)
F (-2.594, -2.970, -2.242)
C (-2.003, -4.122, -2.613)
F (-2.079, -4.987, -1.574)
C (-0.529, -3.904, -2.962)
F (0.150, -3.498, -1.868)
F (-0.059, -5.138, -3.303)
C (-0.207, -2.985, -4.153)
O (0.180, -1.655, -3.863)
C (-0.738, -0.637, -3.773)
F (-1.976, -1.029, -4.130)
F (-0.358, 0.323, -4.644)
C (-0.725, 0.000, -2.384)
F (-1.050, -0.914, -1.444)
F (-1.644, 0.991, -2.343)
H (-2.541, -4.550, -3.464)
H (0.683, -3.422, -4.603)
H (-0.985, -3.024, -4.915)
H (0.260, 0.410, -2.160)

=====

Entry from the Open Molecules 2025 dataset: C49H29Cl4N5STe4Ti as an isolated structure (ωB97M-V with the def2-TZVPD basis set).

## Properties
* E: -171955.7125 eV
* LUMO level: 0.120 Eh
* net charge: -2
* maximum force: 0.54 eV Å⁻¹
* HOMO-LUMO gap: 4.46 eV
* multiplicity: 1
* energy relative to the best compared isomer or geometry (same formula, charge and spin): 0.0 kcal/mol

Element x y z (Å)
Ti (0.222, 0.156, 0.280)
Cl (2.253, -8.161, -3.863)
C (1.889, -6.661, -3.042)
C (1.426, -6.696, -1.737)
C (1.135, -5.503, -1.094)
C (1.302, -4.274, -1.731)
C (1.779, -4.276, -3.042)
C (2.072, -5.462, -3.704)
C (0.985, -2.995, -1.036)
C (2.005, -2.169, -0.709)
C (3.419, -2.500, -0.881)
C (4.137, -1.562, -0.259)
C (3.214, -0.585, 0.302)
C (3.587, 0.495, 1.028)
C (5.043, 0.721, 1.256)
C (5.734, 0.012, 2.233)
C (7.093, 0.206, 2.436)
C (7.760, 1.131, 1.654)
Cl (9.474, 1.383, 1.900)
C (7.100, 1.861, 0.681)
C (5.742, 1.651, 0.490)
C (2.695, 1.488, 1.547)
N (1.316, 1.423, 1.458)
C (0.853, 2.641, 1.926)
C (-0.528, 3.017, 1.995)
C (-0.842, 4.358, 2.567)
C (-0.630, 4.624, 3.918)
C (-0.931, 5.866, 4.456)
C (-1.444, 6.849, 3.625)
Cl (-1.821, 8.418, 4.307)
C (-1.662, 6.617, 2.280)
C (-1.359, 5.365, 1.759)
C (-1.548, 2.224, 1.612)
C (-2.954, 2.519, 1.875)
C (-3.664, 1.426, 1.582)
C (-2.741, 0.412, 1.074)
N (-1.443, 0.945, 1.036)
C (-3.098, -0.839, 0.711)
C (-2.202, -1.807, 0.141)
C (-2.591, -3.046, -0.360)
C (-1.445, -3.646, -0.894)
C (-0.387, -2.764, -0.676)
N (-0.848, -1.613, -0.057)
C (-4.509, -1.281, 0.920)
C (-5.421, -1.325, -0.130)
C (-6.729, -1.741, 0.080)
C (-7.120, -2.121, 1.351)
Cl (-8.768, -2.648, 1.623)
C (-6.236, -2.092, 2.415)
C (-4.932, -1.675, 2.187)
C (1.921, 3.437, 2.327)
C (3.083, 2.703, 2.103)
N (1.896, -0.946, -0.039)
H (1.298, -7.645, -1.235)
H (0.773, -5.517, -0.074)
H (1.924, -3.327, -3.544)
H (2.440, -5.455, -4.721)
H (3.784, -3.381, -1.382)
H (5.210, -1.511, -0.159)
H (5.195, -0.707, 2.838)
H (7.629, -0.350, 3.193)
H (7.641, 2.580, 0.081)
H (5.208, 2.213, -0.267)
H (-0.224, 3.846, 4.554)
H (-0.772, 6.073, 5.506)
H (-2.050, 7.391, 1.630)
H (-1.508, 5.186, 0.703)
H (-3.310, 3.459, 2.263)
H (-4.729, 1.282, 1.674)
H (-3.594, -3.440, -0.341)
H (-1.378, -4.608, -1.374)
H (-5.094, -1.031, -1.120)
H (-7.439, -1.768, -0.736)
H (-6.563, -2.391, 3.402)
H (-4.225, -1.644, 3.007)
H (1.842, 4.440, 2.710)
H (4.099, 3.015, 2.285)
Te (0.013, 5.413, -1.867)
Te (-1.848, 7.314, -1.393)
Te (-1.683, 3.216, -1.895)
Te (0.418, 1.440, -2.046)
S (-3.800, 0.486, -2.894)
C (-2.487, -0.146, -3.700)
N (-1.851, -1.275, -3.270)
C (-0.765, -1.813, -3.865)
C (-0.200, -1.225, -4.951)
C (-0.784, -0.030, -5.432)
C (-1.891, 0.487, -4.835)
H (-2.189, -1.685, -2.398)
H (-0.390, -2.713, -3.407)
H (0.676, -1.661, -5.411)
H (-0.332, 0.497, -6.265)
H (-2.324, 1.425, -5.148)

=====

Entry from the Open Molecules 2025 dataset: a 2-piece molecular cluster, C8H9N2PS2 overall (ωB97M-V with the def2-TZVPD basis set).

## Properties
* E: -42377.6839 eV
* LUMO level (alpha / beta): -0.116 / -0.117 Eh
* net charge: 0
* maximum force: 4.49 eV Å⁻¹
* HOMO-LUMO gap (alpha / beta): 5.19 / 5.14 eV
* multiplicity: 1
* energy relative to the best compared isomer or geometry (same formula, charge and spin): 80.1 kcal/mol

Element x y z (Å)
C (-3.508, -0.366, 0.205)
C (-2.908, 0.903, 0.358)
C (-2.712, -1.437, -0.081)
C (-1.564, 1.022, 0.372)
C (-1.323, -1.318, -0.207)
C (-0.725, -0.125, 0.088)
C (2.774, 1.237, 0.029)
C (1.327, 1.300, 0.287)
N (3.045, -0.054, -0.031)
N (0.679, 0.024, 0.068)
P (1.793, -1.235, -0.231)
S (3.752, 2.499, -0.160)
S (4.210, -3.061, -0.501)
H (-4.560, -0.450, 0.200)
H (-3.489, 1.833, 0.446)
H (-3.126, -2.463, -0.172)
H (-0.967, 1.951, 0.560)
H (-0.863, -2.234, -0.410)
H (1.450, 1.612, 1.439)
H (0.780, 2.069, -0.267)
H (3.976, -0.408, -0.436)
H (1.958, -1.299, -1.557)

=====

Entry from the Open Molecules 2025 dataset: H33O17 as an isolated structure (ωB97M-V with the def2-TZVPD basis set).

## Properties
* E: -35340.8234 eV
* LUMO level: 0.078 Eh
* net charge: -1
* maximum force: 5.96 eV Å⁻¹
* HOMO-LUMO gap: 9.49 eV
* multiplicity: 1
* energy relative to the best compared isomer or geometry (same formula, charge and spin): 152.5 kcal/mol

Element x y z (Å)
O (0.616, 1.950, 4.650)
H (-0.121, 1.315, 4.232)
H (0.749, 2.832, 3.869)
O (0.845, -1.448, -5.310)
H (0.492, -1.277, -4.442)
H (1.721, -1.518, -4.987)
O (2.820, 1.889, 0.812)
H (3.060, 1.575, -0.061)
H (2.149, 1.216, 1.112)
O (0.451, -1.885, -2.014)
H (1.299, -1.470, -1.570)
H (-0.126, -1.037, -2.015)
O (-3.634, 1.227, -2.631)
H (-0.155, 0.988, -0.179)
O (-2.268, -1.235, -1.489)
H (2.825, -3.939, 2.834)
H (-2.352, -2.178, -1.166)
O (1.082, 5.673, 2.503)
H (2.812, -1.054, -0.757)
H (0.912, 5.004, 1.735)
O (-2.829, -0.487, -5.667)
H (-3.007, -0.399, -4.746)
H (-3.013, 0.617, -2.078)
O (2.147, -0.327, -0.895)
H (1.782, 5.021, 2.868)
H (1.310, 0.060, 0.016)
O (0.402, 0.635, -2.785)
H (0.736, 1.456, -3.186)
H (1.256, 0.541, -2.147)
O (4.150, -1.620, 1.282)
H (4.547, -1.432, 0.357)
H (-4.022, 2.495, -0.961)
O (0.141, 0.233, 0.221)
H (-0.315, 0.760, 1.787)
H (-4.712, -2.500, 1.836)
O (-4.502, 3.298, -0.642)
H (-4.165, 3.880, -1.365)
H (-2.929, 1.046, -3.428)
O (1.618, -2.188, 4.871)
H (0.654, -2.345, 4.613)
H (1.580, -1.355, 4.329)
O (1.992, -4.081, 3.229)
H (1.972, -3.891, 4.190)
H (-2.045, -1.124, -5.786)
O (-3.855, -2.327, 2.273)
H (5.104, -1.576, 1.742)
H (-3.160, -1.920, 1.725)
O (-0.770, 0.920, 2.721)
H (-1.783, 0.877, 2.392)
H (-1.463, -0.899, -1.891)

=====

Entry from the Open Molecules 2025 dataset: one molecule with the formula C27H28N2O3 (ωB97M-V with the def2-TZVPD basis set).

## Properties
* E: -37574.9338 eV
* LUMO level: 0.026 Eh
* structure (SMILES): CCOC(=O)[C@@]1(C(c2cn(C)c3ccccc23)c2cn(C)c3ccccc23)CCCC1=O
* net charge: 0
* maximum force: 3.57 eV Å⁻¹
* HOMO-LUMO gap: 7.27 eV
* multiplicity: 1
* energy relative to the best compared isomer or geometry (same formula, charge and spin): 70.0 kcal/mol

Element x y z (Å)
C (1.579, 0.176, -5.466)
C (0.450, -0.237, -4.565)
O (0.686, 0.533, -3.333)
C (-0.302, 0.470, -2.460)
O (-1.313, -0.205, -2.746)
C (-0.079, 1.208, -1.153)
C (0.103, 0.156, -0.113)
C (-1.034, -0.837, -0.161)
C (-2.145, -0.698, -1.022)
N (-2.793, -1.916, -1.127)
C (-3.909, -2.147, -2.017)
C (-2.209, -2.817, -0.262)
C (-2.601, -4.118, 0.048)
C (-1.875, -4.791, 1.044)
C (-0.767, -4.184, 1.653)
C (-0.343, -2.898, 1.300)
C (-1.080, -2.169, 0.359)
C (0.435, 0.573, 1.310)
C (-0.313, 0.197, 2.416)
N (0.382, 0.423, 3.576)
C (-0.006, -0.110, 4.865)
C (1.597, 1.033, 3.266)
C (2.612, 1.386, 4.146)
C (3.809, 1.865, 3.594)
C (3.949, 1.948, 2.204)
C (2.945, 1.498, 1.331)
C (1.707, 1.098, 1.843)
C (1.099, 2.181, -1.316)
C (0.791, 3.416, -0.466)
C (-0.722, 3.481, -0.297)
C (-1.247, 2.208, -0.915)
O (-2.381, 2.088, -1.338)
H (1.537, -0.403, -6.392)
H (1.494, 1.237, -5.728)
H (2.549, 0.001, -4.995)
H (-0.525, 0.029, -4.982)
H (0.487, -1.303, -4.313)
H (1.006, -0.406, -0.433)
H (-2.704, 0.201, -1.241)
H (-4.083, -3.220, -2.124)
H (-4.824, -1.680, -1.634)
H (-3.687, -1.695, -2.991)
H (-3.438, -4.575, -0.484)
H (-2.168, -5.800, 1.336)
H (-0.216, -4.736, 2.412)
H (0.549, -2.451, 1.736)
H (-1.301, -0.263, 2.446)
H (0.743, 0.172, 5.611)
H (-0.986, 0.289, 5.154)
H (-0.090, -1.208, 4.823)
H (2.467, 1.299, 5.223)
H (4.633, 2.164, 4.237)
H (4.865, 2.356, 1.779)
H (3.143, 1.442, 0.265)
H (2.045, 1.687, -1.085)
H (1.171, 2.495, -2.366)
H (1.179, 4.319, -0.945)
H (1.289, 3.326, 0.504)
H (-1.160, 4.369, -0.773)
H (-0.999, 3.541, 0.761)

=====

Entry from the Open Molecules 2025 dataset: a 2-piece molecular cluster, C4H5BrO overall (ωB97M-V with the def2-TZVPD basis set).

## Properties
* E: -76316.1066 eV
* LUMO level: 0.004 Eh
* structure (SMILES): C=C=C.O=CBr
* net charge: 0
* maximum force: 4.27 eV Å⁻¹
* HOMO-LUMO gap: 9.79 eV
* multiplicity: 1
* energy relative to the best compared isomer or geometry (same formula, charge and spin): 43.6 kcal/mol

Element x y z (Å)
C (1.256, -0.222, -1.711)
C (1.039, -0.620, -0.473)
C (0.962, -1.028, 0.717)
H (0.906, 0.824, -2.085)
H (1.514, -0.928, -2.507)
H (1.645, -0.849, 1.511)
H (0.120, -1.582, 0.992)
O (-1.507, 1.859, 1.884)
C (-1.980, 1.102, 1.111)
Br (-1.671, 1.401, -0.852)
H (-2.285, 0.041, 1.414)